No. 1
Entry from the OMol25 dataset: a cluster of 4 separate species, C26H61BCl3N6O11P in total (ωB97M-V/def2-TZVPD).

- SMILES = C/C(Cl)=C(\Cl)[C@](O[C@@H](C)CCO)([C@@](Cl)(B(O)N(C)C)N(O)CCOC=O)P(=N)(O)O.COC[C@@H](C)N.COC[C@@H](C)N.COC[C@@H](C)N
- E_LUMO (eV) = 0.17
- highest occupied orbital energy (eV) = -8.20
- calculated total energy (hartree) = -3930.10445

```
! RIJCOSX wB97M-V def2-TZVPD def2/J DEFGRID3
* xyz 0 1
C -3.2278 -0.2104 -1.0528
C -2.0032 -0.0021 -0.2374
Cl -2.3347 0.9090 1.1872
C -0.7837 -0.4595 -0.5865
Cl -0.7666 -1.3210 -2.1000
C 0.5088 -0.2929 0.2023
O 0.6523 0.8838 0.8896
C 0.7565 2.1499 0.2481
C -0.3346 2.5785 -0.7312
C 0.7959 3.1715 1.4036
C 1.7718 4.2977 1.1550
O 3.0063 4.0407 1.8205
C 1.8321 -0.7233 -0.5791
Cl 1.8137 -2.4979 -0.8333
B 2.0918 -0.0571 -2.0411
O 1.7524 1.2307 -2.3496
N 2.8341 -0.8583 -3.0438
C 3.9055 -0.0115 -3.6301
C 1.9645 -1.3546 -4.1285
N 3.0129 -0.4296 0.2395
O 3.2877 0.9509 0.1453
C 4.2317 -1.1937 -0.0134
C 4.5410 -2.2229 1.0340
O 4.7635 -1.5284 2.2695
C 5.2410 -2.3221 3.2450
O 6.0180 -1.9102 4.1025
P 0.2573 -1.5565 1.6468
N -0.4516 -0.9339 2.8781
O 1.6782 -2.1031 2.1322
O -0.6467 -2.7808 1.0579
H -4.0526 0.3708 -0.6699
H -3.0683 0.1313 -2.0641
H -3.5495 -1.2447 -1.0330
H 1.6845 2.3213 -0.2731
H -0.5282 1.8687 -1.5213
H 0.0597 3.4575 -1.2357
H -1.2501 2.8928 -0.2550
H 1.0210 2.6391 2.3176
H -0.2045 3.5688 1.5393
H 1.9078 4.5023 0.0965
H 1.3608 5.2028 1.5933
H 3.7283 4.0662 1.1967
H 1.1923 1.3069 -3.1223
H 4.1747 0.7867 -2.9499
H 4.7765 -0.6377 -3.7803
H 3.6195 0.4438 -4.5737
H 1.5190 -2.2904 -3.8142
H 1.1552 -0.6712 -4.3838
H 2.5714 -1.5761 -4.9958
H 3.5675 1.2252 1.0229
H 5.0478 -0.4873 0.0741
H 4.3395 -1.6192 -1.0086
H 5.4495 -2.7378 0.7301
H 3.7554 -2.9628 1.1182
H 4.8725 -3.3561 3.2641
H -1.3461 -1.3746 3.0341
H 1.5511 -2.3892 3.0434
H -0.1545 -3.5886 1.2354
C -7.0711 -5.0267 -3.6714
C -5.7605 -4.2980 -3.3904
C -5.7951 -3.4180 -2.1329
O -6.4918 -2.1959 -2.2891
C -7.8987 -2.2885 -2.1624
N -5.3744 -3.5393 -4.5836
H -7.8220 -4.3660 -4.1028
H -6.9051 -5.8324 -4.3856
H -7.4833 -5.4650 -2.7604
H -4.9955 -5.0606 -3.2180
H -4.7660 -3.1367 -1.8935
H -6.1812 -3.9721 -1.2673
H -8.1883 -3.0412 -1.4240
H -8.3710 -2.5127 -3.1217
H -8.2634 -1.3165 -1.8313
H -4.4479 -3.1462 -4.4442
H -5.9828 -2.7274 -4.6425
C -4.3829 1.7669 -4.3432
C -4.5254 3.0634 -3.5505
C -4.5075 4.3275 -4.4210
O -3.2291 4.7042 -4.8926
C -2.7788 4.0131 -6.0418
N -3.4958 3.0979 -2.5073
H -3.3535 1.5899 -4.6562
H -4.6833 0.9170 -3.7298
H -5.0141 1.7758 -5.2339
H -5.5006 3.0349 -3.0558
H -4.8455 5.1648 -3.8053
H -5.2126 4.2419 -5.2585
H -3.6045 3.7753 -6.7183
H -2.2489 3.0955 -5.7733
H -2.0777 4.6639 -6.5635
H -3.6573 3.8998 -1.9047
H -2.6080 3.3029 -2.9582
C 3.7061 0.0715 8.8031
C 4.3968 -0.7291 7.7028
C 5.8908 -0.9749 7.9612
O 6.7247 0.1441 7.7358
C 6.7832 1.0787 8.7945
N 4.1599 -0.0726 6.4158
H 3.9366 1.1344 8.7402
H 2.6246 -0.0271 8.7149
H 3.9967 -0.2842 9.7942
H 3.9178 -1.7125 7.6676
H 6.2329 -1.7359 7.2557
H 6.0573 -1.3744 8.9716
H 6.7144 0.5878 9.7699
H 5.9959 1.8315 8.7066
H 7.7434 1.5903 8.7292
H 4.5246 -0.6643 5.6755
H 4.7492 0.7541 6.3813
*
```

Atomic partial charges in e from the Löwdin method, atoms 1 to 99:
1. C -0.150
2. C -0.703
3. Cl 0.801
4. C -0.610
5. Cl 0.803
6. C -0.456
7. O -0.102
8. C -0.357
9. C -0.060
10. C -0.109
11. C -0.245
12. O -0.054
13. C -0.552
14. Cl 0.824
15. B -0.644
16. O 0.165
17. N -0.136
18. C -0.071
19. C -0.104
20. N -0.144
21. O -0.013
22. C -0.178
23. C -0.193
24. O -0.016
25. C -0.317
26. O 0.056
27. P 0.560
28. N -0.159
29. O -0.172
30. O -0.180
31. H 0.062
32. H 0.045
33. H 0.071
34. H 0.103
35. H 0.059
36. H 0.092
37. H 0.048
38. H 0.132
39. H 0.109
40. H 0.119
41. H 0.111
42. H 0.075
43. H 0.119
44. H 0.081
45. H 0.085
46. H 0.083
47. H 0.059
48. H 0.070
49. H 0.085
50. H 0.125
51. H 0.135
52. H 0.109
53. H 0.132
54. H 0.088
55. H 0.150
56. H -0.020
57. H 0.087
58. H 0.065
59. C -0.071
60. C -0.432
61. C -0.210
62. O -0.195
63. C -0.106
64. N 0.041
65. H 0.064
66. H 0.075
67. H 0.078
68. H 0.135
69. H 0.108
70. H 0.122
71. H 0.091
72. H 0.075
73. H 0.087
74. H 0.069
75. H 0.067
76. C -0.066
77. C -0.424
78. C -0.209
79. O -0.188
80. C -0.107
81. N 0.054
82. H 0.065
83. H 0.066
84. H 0.079
85. H 0.137
86. H 0.122
87. H 0.120
88. H 0.091
89. H 0.073
90. H 0.087
91. H 0.080
92. H 0.069
93. C -0.074
94. C -0.432
95. C -0.209
96. O -0.185
97. C -0.111
98. N 0.051
99. H 0.063

=====

No. 2
Entry from the OMol25 dataset: a cluster of 2 separate species, C2H8O in total (ωB97M-V/def2-TZVPD).

- SMILES = CC.O
- energy above the lowest of the compared OMol25 structures with the same formula, charge and spin (eV) = 0.0524
- E_LUMO (eV) = 1.06
- highest occupied orbital energy (eV) = -11.62
- calculated total energy (hartree) = -156.22317

```
! RIJCOSX wB97M-V def2-TZVPD def2/J DEFGRID3
* xyz 0 1
C 2.3038 0.3291 -0.0009
C 1.2589 1.2856 0.5305
H 2.9578 -0.0613 0.7973
H 2.9770 0.8066 -0.7109
H 1.7715 -0.4980 -0.4715
H 1.6058 2.2514 0.8823
H 0.5491 1.5760 -0.2470
H 0.6818 0.8272 1.3256
H -4.6030 -2.6323 -1.3510
H -5.0197 -2.0122 0.0135
O -4.4831 -1.8721 -0.7679
*
```

The Löwdin scheme yields these atomic charges, measured in e:
1. C -0.177
2. C -0.187
3. H 0.066
4. H 0.059
5. H 0.062
6. H 0.057
7. H 0.062
8. H 0.059
9. H 0.035
10. H 0.027
11. O -0.062

=====

No. 3
Entry from the OMol25 dataset: a cluster of 2 separate species, C10H16OS in total (ωB97M-V/def2-TZVPD).

- SMILES = Cc1ccc(O)cc1.CCSC
- energy above the lowest of the compared OMol25 structures with the same formula, charge and spin (eV) = 0.8302
- E_LUMO (eV) = 0.78
- highest occupied orbital energy (eV) = -8.29
- calculated total energy (hartree) = -864.03254

```
! RIJCOSX wB97M-V def2-TZVPD def2/J DEFGRID3
* xyz 0 1
C 0.3839 -1.2680 2.1971
C 1.4896 -1.1255 1.1101
C -1.1193 -3.0292 0.5005
S -0.5285 -2.7928 2.2062
H 0.9106 -1.1196 3.1422
H -0.2193 -0.3594 2.2046
H 1.2396 -1.7246 0.2424
H 2.4280 -1.2754 1.6104
H -1.3074 -4.0896 0.5219
H -2.0241 -2.4969 0.3447
H -0.3995 -2.7447 -0.2607
H 1.4094 -0.1038 0.7295
C -1.8963 -0.0663 -2.4669
C -0.2471 2.2213 0.0990
C 0.9689 2.4360 -0.5123
C -1.1939 1.4411 -0.5681
C -0.8812 0.7208 -1.7056
C 1.3648 1.6733 -1.6131
C 0.4347 0.8006 -2.1422
O 1.8003 3.4026 0.0228
H -0.5131 2.5905 1.0845
H -2.2272 1.4714 -0.2448
H 2.2791 1.9506 -2.1258
H 2.3364 3.7716 -0.6978
H -1.8074 -1.1404 -2.2656
H -1.8627 0.0478 -3.5485
H 0.6829 0.2266 -3.0353
H -2.8831 0.1350 -2.0783
*
```

The Löwdin scheme yields these atomic charges, measured in e:
1. C -0.591
2. C -0.128
3. C -0.396
4. S 0.794
5. H 0.063
6. H 0.054
7. H 0.042
8. H 0.064
9. H 0.017
10. H 0.012
11. H 0.022
12. H 0.049
13. C -0.052
14. C -0.022
15. C -0.335
16. C -0.045
17. C -0.297
18. C -0.026
19. C -0.057
20. O 0.030
21. H 0.122
22. H 0.113
23. H 0.116
24. H 0.107
25. H 0.074
26. H 0.081
27. H 0.117
28. H 0.071

=====

No. 4
Entry from the OMol25 dataset: a structure of composition C32H45IrN4O4S (ωB97M-V/def2-TZVPD).

- energy above the lowest of the compared OMol25 structures with the same formula, charge and spin (eV) = 0.0000
- E_LUMO (spin up / spin down) (eV) = -9.10 / -10.40
- highest occupied orbital energy (spin up / spin down) (eV) = -15.69 / -15.69
- <S²> = 0.78
- calculated total energy (hartree) = -2267.95676

```
! RIJCOSX wB97M-V def2-TZVPD def2/J DEFGRID3
* xyz 3 2
Ir 0.2949 0.2345 -0.0420
N 0.0947 -0.3553 1.8855
C -0.0595 0.8992 2.7131
C -0.4019 0.6485 4.1940
C -1.7415 1.0817 4.8034
C -3.0258 0.5276 4.2000
N -4.2010 1.0859 4.8670
C -4.8216 2.2131 4.5119
N -4.3574 2.9502 3.5050
N -5.9297 2.5790 5.1514
C -0.9157 1.8614 1.8816
O -1.7679 2.5813 2.3374
O -0.5850 1.8725 0.6052
H -0.7029 -0.9819 1.9998
H 0.9057 -0.8676 2.2270
H 0.9433 1.3343 2.6750
H 0.3523 1.1782 4.7762
H -0.2167 -0.4114 4.4024
H -1.7983 2.1692 4.8074
H -1.6974 0.7746 5.8509
H -3.0900 -0.5565 4.3070
H -3.1077 0.7515 3.1375
H -4.5037 0.6454 5.7213
H -3.4019 2.8588 3.1763
H -4.8391 3.7968 3.2494
H -6.3687 1.9821 5.8321
H -6.3643 3.4693 4.9758
O 2.1674 -0.1895 -0.3346
S 3.4226 -0.5463 0.5866
C 4.1526 1.0847 0.9243
C 4.3651 1.9589 -0.2696
C 5.6365 2.0870 -0.8219
C 5.8406 2.9101 -1.9196
C 4.7772 3.6145 -2.4651
C 3.5107 3.5095 -1.9027
C 3.3039 2.6856 -0.8085
C 4.5380 -1.2708 -0.6285
C 5.7172 -1.8547 0.1008
C 5.5493 -2.9335 0.9655
C 6.6440 -3.4724 1.6205
C 7.9089 -2.9387 1.4106
C 8.0815 -1.8704 0.5436
C 6.9857 -1.3239 -0.1081
H 5.0774 0.8272 1.4498
H 3.4707 1.5242 1.6564
H 6.4754 1.5685 -0.3730
H 6.8329 3.0163 -2.3363
H 4.9403 4.2683 -3.3111
H 2.6935 4.0968 -2.3012
H 2.3239 2.6463 -0.3437
H 4.8080 -0.4754 -1.3248
H 3.9179 -2.0125 -1.1363
H 4.5660 -3.3686 1.1118
H 6.5174 -4.3172 2.2837
H 8.7645 -3.3660 1.9161
H 9.0709 -1.4712 0.3668
H 7.1219 -0.5090 -0.8088
C -1.8454 -3.3223 0.6085
C -3.1374 -2.6608 0.1147
C -3.7548 -1.7301 1.1616
C -2.9283 -2.0091 -1.2290
C -3.4752 -2.5902 -2.3510
C -3.2662 -2.0492 -3.6134
C -2.4944 -0.8840 -3.7777
C -1.9143 -0.2396 -2.7119
C -1.2025 1.0729 -2.9799
C 0.2852 1.0967 -2.6833
C -1.9345 2.2750 -2.3730
C -2.1215 -0.8064 -1.3950
O -1.6771 -0.2247 -0.3230
H -2.0351 -3.8677 1.5336
H -1.0668 -2.5797 0.7884
H -1.4547 -4.0321 -0.1207
H -3.8504 -3.4701 -0.0547
H -3.0578 -0.9470 1.4544
H -4.0306 -2.3129 2.0416
H -4.6580 -1.2499 0.7837
H -4.0695 -3.4884 -2.2420
H -3.7076 -2.5199 -4.4823
H -2.3824 -0.4688 -4.7715
H -1.2401 1.1799 -4.0676
H 0.5649 1.1129 -1.5907
H 0.7296 2.0540 -2.9556
H 0.8530 0.2843 -3.1330
H -1.8977 2.2662 -1.2849
H -2.9777 2.2809 -2.6873
H -1.4796 3.2007 -2.7259
*
```

The Löwdin scheme yields these atomic charges, measured in e:
1. Ir 1.417
2. N -0.023
3. C -0.209
4. C -0.102
5. C -0.161
6. C -0.165
7. N 0.097
8. C -0.416
9. N 0.236
10. N 0.221
11. C -0.514
12. O 0.108
13. O -0.153
14. H 0.100
15. H 0.115
16. H 0.151
17. H 0.132
18. H 0.129
19. H 0.118
20. H 0.132
21. H 0.134
22. H 0.100
23. H 0.167
24. H 0.072
25. H 0.142
26. H 0.138
27. H 0.139
28. O -0.686
29. S 1.096
30. C -0.248
31. C -0.286
32. C -0.036
33. C -0.035
34. C -0.041
35. C -0.058
36. C -0.056
37. C -0.251
38. C -0.305
39. C -0.056
40. C -0.049
41. C -0.042
42. C -0.041
43. C -0.038
44. H 0.120
45. H 0.097
46. H 0.111
47. H 0.123
48. H 0.121
49. H 0.113
50. H 0.097
51. H 0.107
52. H 0.116
53. H 0.113
54. H 0.118
55. H 0.122
56. H 0.121
57. H 0.108
58. C -0.029
59. C -0.349
60. C -0.042
61. C -0.074
62. C 0.023
63. C 0.048
64. C 0.031
65. C -0.087
66. C -0.343
67. C -0.020
68. C -0.019
69. C -0.196
70. O -0.153
71. H 0.098
72. H 0.042
73. H 0.098
74. H 0.143
75. H 0.041
76. H 0.093
77. H 0.101
78. H 0.139
79. H 0.139
80. H 0.138
81. H 0.146
82. H -0.014
83. H 0.113
84. H 0.114
85. H 0.061
86. H 0.101
87. H 0.100

=====

No. 5
Entry from the OMol25 dataset: a cluster of 2 separate species, C6H11N3O in total (ωB97M-V/def2-TZVPD).

- SMILES = Cc1c[nH]cn1.CC(N)=O
- energy above the lowest of the compared OMol25 structures with the same formula, charge and spin (eV) = 2.0566
- E_LUMO (eV) = 0.74
- highest occupied orbital energy (eV) = -8.47
- calculated total energy (hartree) = -474.69058

```
! RIJCOSX wB97M-V def2-TZVPD def2/J DEFGRID3
* xyz 0 1
C 2.3340 2.1395 0.2728
C 0.9787 2.0029 0.9917
O -0.1743 1.9840 0.7201
N 1.3523 2.0744 2.4349
H 2.9954 2.7170 0.9545
H 2.1765 2.8625 -0.4908
H 0.4822 2.2340 2.8959
H 2.2245 1.9430 2.9318
H 2.6991 1.1396 -0.0141
C -1.7703 -1.6641 -2.7933
C 0.3843 -1.7645 0.1455
C -1.1347 -1.4862 -1.4145
C -1.8065 -1.0705 -0.2744
N 0.1228 -1.9540 -1.1675
N -0.7529 -1.1845 0.7301
H 1.4147 -1.7774 0.4326
H -0.8969 -0.7860 1.6716
H -2.7509 -0.4915 -0.0264
H -1.2021 -1.2391 -3.7140
H -2.6991 -1.2368 -2.8993
H -2.0174 -2.7312 -3.0512
*
```

The Löwdin scheme yields these atomic charges, measured in e:
1. C -0.011
2. C -0.520
3. O 0.074
4. N 0.082
5. H 0.080
6. H 0.064
7. H 0.061
8. H 0.079
9. H 0.088
10. C -0.065
11. C -0.165
12. C -0.383
13. C -0.028
14. N 0.059
15. N 0.018
16. H 0.098
17. H 0.138
18. H 0.131
19. H 0.102
20. H 0.017
21. H 0.083